Computed, not measured: a structure of composition C23H21Cl2F5GeIrN3O2S, with ωB97M-V with the def2-TZVPD basis set.

Computed properties:
Net charge: +1
Frontier orbital gap (alpha / beta): 7.7 / 6.1 eV
Relative energy (zero: lowest compared OMol25 entry of this formula, charge and spin): 0.3648 eV
Expectation value of S²: 0.756
Energy: -141573.894 eV
Strongest force on any atom: 0.7 eV Å⁻¹
2S+1: 2

Positions of all 59 atoms, in Å:
1 Ir 1.5664 0.0167 -0.0771
2 N 4.0200 0.3759 -0.4415
3 N 4.3128 1.7017 -0.1270
4 C 3.3442 2.6018 -0.0043
5 N 3.6697 3.8479 0.2994
6 S 1.6734 2.2679 -0.3570
7 H 4.4649 -0.2528 0.2190
8 H 4.3177 0.1666 -1.3906
9 H 5.2648 1.9454 0.1123
10 H 4.6228 4.1518 0.4246
11 H 2.9379 4.5280 0.4281
12 F 3.3005 0.3074 2.0797
13 C 1.9730 0.0059 1.8871
14 F 1.2857 0.9420 2.5588
15 C 1.7501 -1.3711 2.5874
16 F 1.7111 -1.2054 3.9019
17 F 0.5983 -1.9165 2.1953
18 F 2.7451 -2.1983 2.2887
19 C -1.7984 3.9100 -2.7780
20 C -1.0450 2.8480 -3.2612
21 C -0.8016 1.7497 -2.4497
22 C -1.3081 1.6978 -1.1467
23 C -2.0705 2.7664 -0.6777
24 C -2.3133 3.8669 -1.4901
25 Ge -0.9657 0.1348 -0.0405
26 C -1.7189 0.3244 1.7364
27 C -2.5089 -0.6930 2.2735
28 C -3.0561 -0.5629 3.5433
29 C -2.8223 0.5837 4.2874
30 C -2.0505 1.6091 3.7586
31 C -1.5020 1.4790 2.4918
32 C -1.5633 -1.4747 -0.9404
33 C -1.3885 -2.7327 -0.3591
34 C -1.8575 -3.8730 -0.9960
35 C -2.4996 -3.7681 -2.2221
36 C -2.6754 -2.5238 -2.8088
37 C -2.2090 -1.3821 -2.1731
38 H -1.9935 4.7662 -3.4105
39 H -0.6565 2.8717 -4.2714
40 H -0.2212 0.9191 -2.8438
41 H -2.4947 2.7386 0.3181
42 H -2.9138 4.6872 -1.1187
43 H -2.7187 -1.5851 1.6987
44 H -3.6691 -1.3578 3.9478
45 H -3.2475 0.6826 5.2778
46 H -1.8754 2.5096 4.3336
47 H -0.8999 2.2884 2.0934
48 H -0.8822 -2.8326 0.5916
49 H -1.7189 -4.8427 -0.5361
50 H -2.8645 -4.6574 -2.7196
51 H -3.1792 -2.4397 -3.7630
52 H -2.3655 -0.4175 -2.6390
53 Cl 1.5361 -4.8207 -0.2028
54 C 2.1445 -3.9027 -1.5829
55 Cl 3.9188 -3.9625 -1.6589
56 C 1.7095 -2.4447 -1.5133
57 O 1.0669 -1.9276 -2.3911
58 O 2.1615 -1.8065 -0.4468
59 H 1.7597 -4.3400 -2.4955


Computed, not measured: a structure of composition C23H21IIrNO5, with ωB97M-V with the def2-TZVPD basis set.

Computed properties:
Net charge: 0
Frontier orbital gap (alpha / beta): 8.7 / 6.5 eV
Expectation value of S²: 6.029
Energy: -46856.895 eV
Strongest force on any atom: 0.6 eV Å⁻¹
2S+1: 5

Positions of all 52 atoms, in Å:
1 Ir -0.5583 -0.2912 -0.2413
2 C -0.6810 0.5856 3.7608
3 C -1.6952 0.4067 2.6439
4 C -3.1010 0.2052 3.1798
5 O -1.2949 -0.7842 1.9183
6 C -1.6571 1.6473 1.7351
7 O -1.9687 2.7186 2.2038
8 O -1.2109 1.5078 0.5065
9 H -0.7175 -0.2696 4.4359
10 H -0.9024 1.4988 4.3097
11 H 0.3311 0.6569 3.3578
12 H -3.1271 -0.6544 3.8508
13 H -3.8093 0.0388 2.3635
14 H -3.4131 1.0966 3.7193
15 H -2.0764 -1.2704 1.6075
16 C 3.8985 2.5746 -0.2069
17 C 4.0636 1.5909 -1.1743
18 C 3.2626 0.4616 -1.1701
19 C 2.2832 0.3115 -0.1881
20 C 2.1132 1.3000 0.7765
21 C 2.9202 2.4263 0.7647
22 N 1.3823 -0.7910 -0.2139
23 C 1.8483 -2.0938 -0.3854
24 C 0.9503 -3.0856 -0.8041
25 C 1.3736 -4.3912 -0.9572
26 C 2.6902 -4.7384 -0.6785
27 C 3.5780 -3.7678 -0.2336
28 C 3.1691 -2.4546 -0.0853
29 H 4.5262 3.4557 -0.2158
30 H 4.8148 1.7075 -1.9444
31 H 3.3716 -0.2928 -1.9381
32 H 1.3456 1.1837 1.5284
33 H 2.7774 3.1894 1.5182
34 H -0.0831 -2.8237 -1.0085
35 H 0.6713 -5.1434 -1.2905
36 H 3.0184 -5.7625 -0.7950
37 H 4.5974 -4.0375 0.0094
38 H 3.8582 -1.7110 0.2879
39 I -1.5139 4.5330 -3.8111
40 C -2.1122 2.7127 -2.9951
41 C -1.2915 1.6069 -3.1226
42 C -1.6871 0.4039 -2.5427
43 C -2.9001 0.3056 -1.8571
44 C -3.7277 1.4159 -1.7801
45 C -3.3329 2.6219 -2.3350
46 C -3.2630 -0.9465 -1.1037
47 O -4.3996 -1.3467 -1.0435
48 O -2.2419 -1.5146 -0.4766
49 H -0.3557 1.6726 -3.6603
50 H -1.0882 -0.4884 -2.7212
51 H -4.6698 1.3295 -1.2548
52 H -3.9654 3.4939 -2.2428


Computed, not measured: a structure of composition C23H21IrNP, with ωB97M-V with the def2-TZVPD basis set.

Computed properties:
Net charge: +2
Frontier orbital gap: 7.0 eV
Relative energy (zero: lowest compared OMol25 entry of this formula, charge and spin): 1.4632 eV
Energy: -37794.222 eV
Strongest force on any atom: 4.3 eV Å⁻¹

Positions of all 47 atoms, in Å:
1 Ir -1.6955 0.7985 0.5151
2 C -3.7211 -0.3493 1.0811
3 C -4.0973 0.7830 0.3939
4 C -3.5394 1.9309 1.0451
5 C -2.8578 1.4682 2.2258
6 C -2.9435 0.0604 2.2240
7 H -4.0156 -1.3630 0.8525
8 H -4.7543 0.8185 -0.4645
9 H -3.7335 2.9660 0.8135
10 H -2.4752 2.0804 3.0257
11 H -2.5906 -0.5755 3.0177
12 N -1.7835 0.7252 -1.6047
13 C -0.6136 0.4537 -2.4398
14 C -0.7148 0.2822 -3.8068
15 C 0.4522 0.0909 -4.5358
16 C 1.6927 0.0761 -3.9032
17 C 1.7785 0.2422 -2.5290
18 C 0.6041 0.4177 -1.8019
19 P 0.5258 0.5933 -0.0383
20 C 2.1510 0.8989 0.6111
21 C 2.6434 2.2062 0.5984
22 C 3.9382 2.4498 1.0225
23 C 4.7333 1.3974 1.4593
24 C 4.2430 0.0981 1.4714
25 C 2.9458 -0.1594 1.0567
26 C -0.0490 -1.0095 0.5766
27 C -0.3030 -2.1470 -0.2262
28 C -0.6666 -3.3359 0.3581
29 C -0.8050 -3.4222 1.7485
30 C -0.5400 -2.3316 2.5575
31 C -0.1645 -1.1232 1.9834
32 H -2.1232 1.6533 -1.8562
33 H -2.5257 0.0705 -1.8380
34 H -1.6762 0.3116 -4.3062
35 H 0.3920 -0.0345 -5.6083
36 H 2.5944 -0.0619 -4.4836
37 H 2.7372 0.2311 -2.0269
38 H 2.0205 3.0279 0.2637
39 H 4.3248 3.4597 1.0202
40 H 5.7429 1.5917 1.7963
41 H 4.8720 -0.7181 1.8001
42 H 2.5700 -1.1748 1.0627
43 H -0.1603 -2.0915 -1.2989
44 H -0.8195 -4.2137 -0.2552
45 H -1.1043 -4.3614 2.1963
46 H -0.6104 -2.4214 3.6338
47 H 0.1218 -0.2895 2.6123


Computed, not measured: a structure of composition C23H21N3O2Zr, with ωB97M-V with the def2-TZVPD basis set.

Computed properties:
Net charge: 0
Frontier orbital gap: 7.6 eV
Energy: -34038.903 eV
Strongest force on any atom: 2.9 eV Å⁻¹

Positions of all 50 atoms, in Å:
1 C 0.1164 -1.5141 -4.6881
2 C -1.1938 -1.4772 -4.1028
3 C -1.1106 -2.0553 -2.7924
4 C 0.2640 -2.3982 -2.5499
5 C 1.0268 -2.0353 -3.7109
6 Zr 0.1318 0.0214 -2.7072
7 C -0.8531 1.6202 -3.9458
8 C 0.5360 1.8566 -4.4456
9 C 0.8917 2.7287 -5.4452
10 N 1.5292 1.0901 -3.7776
11 H -1.9501 -2.2930 -2.1417
12 H -2.1102 -1.1606 -4.6002
13 H 0.6376 -2.9403 -1.6837
14 H 2.0869 -2.2411 -3.8661
15 H 0.3580 -1.2937 -5.7304
16 H -1.5717 1.2740 -4.6982
17 H 2.5001 1.2639 -4.0331
18 H -1.2532 2.4279 -3.3256
19 H 0.1134 3.2839 -5.9546
20 H 1.9389 2.8126 -5.7250
21 O 0.0382 2.5321 -0.8484
22 C -0.0161 1.5649 -0.0859
23 N -0.1341 1.5389 1.2873
24 C -0.0828 0.2049 1.8438
25 C -0.0786 -0.6315 0.5520
26 O -0.1764 -1.8563 0.4558
27 N 0.0206 0.2277 -0.5081
28 C 1.2064 0.0650 2.6483
29 C 2.1999 -0.8181 2.2377
30 C 3.3987 -0.8995 2.9548
31 C 3.5984 -0.0942 4.0763
32 C 2.5953 0.7903 4.4939
33 C 1.3954 0.8735 3.7798
34 C -1.3399 -0.0934 2.6238
35 C -1.3164 -0.7229 3.8716
36 C -2.5234 -0.9950 4.5227
37 C -3.7372 -0.6573 3.9230
38 C -3.7522 -0.0305 2.6700
39 C -2.5484 0.2524 2.0209
40 H -0.1368 2.4019 1.8231
41 H 2.0328 -1.4632 1.3724
42 H 4.1613 -1.5994 2.6126
43 H 4.5376 -0.1504 4.6270
44 H 2.7369 1.4210 5.3730
45 H 0.6068 1.5538 4.1179
46 H -0.3623 -0.9977 4.3256
47 H -2.4942 -1.4802 5.4984
48 H -4.6759 -0.8872 4.4276
49 H -4.6906 0.2364 2.1847
50 H -2.5511 0.7436 1.0426